No. 1
Molecular formula: C26H40BN7SSiV
Method: DFT, the ωB97M-V functional and the def2-TZVPD basis

Geometry as XYZ:
```
77
Properties=species:S:1:pos:R:3:lowdin_spin:R:1
V -0.77998 -0.29417 -0.49749 0.99
C -2.14461 -0.93065 3.34777 0.00
C -1.97100 0.56673 3.10756 0.00
C -2.44303 1.37600 4.30800 0.00
C -2.65137 1.01035 1.84235 0.00
C -3.57553 2.04002 1.62116 0.00
C -3.79213 2.03394 0.25874 0.00
N -3.04990 1.06465 -0.29407 0.00
N -2.34530 0.41824 0.69398 0.00
B -2.96659 0.71253 -1.83513 0.00
N -1.62532 1.26979 -2.46465 0.00
C -1.50284 2.38235 -3.20158 0.00
C -0.17429 2.55860 -3.52837 0.00
C 0.48915 1.48348 -2.92308 0.00
N -0.38306 0.70301 -2.29608 0.00
C 1.95530 1.16003 -2.84373 0.00
C 2.24720 -0.25390 -3.33992 0.00
C 2.79679 2.19022 -3.58448 0.00
N -3.05623 -0.81133 -2.03410 0.00
C -3.97655 -1.55241 -2.67260 0.00
C -3.62961 -2.87832 -2.55890 0.00
C -2.44945 -2.87883 -1.79454 0.00
N -2.11189 -1.63382 -1.49136 0.01
C -1.57392 -4.01140 -1.33477 0.00
C -0.19000 -3.91593 -1.97597 0.00
C -2.21061 -5.36555 -1.62214 0.00
H -1.57555 -1.23676 4.22788 0.00
H -1.78703 -1.52041 2.50393 0.00
H -3.19557 -1.17818 3.51861 0.00
H -0.90166 0.75697 2.95492 0.00
H -3.50955 1.21930 4.48903 0.00
H -2.27842 2.44621 4.17152 0.00
H -1.90828 1.06843 5.20744 0.00
H -4.02785 2.68679 2.35220 0.00
H -4.42575 2.64290 -0.36578 0.00
H -3.87501 1.27192 -2.37893 0.00
H -2.37872 2.96074 -3.44810 0.00
H 0.25317 3.34627 -4.12369 0.00
H 2.21237 1.19758 -1.77802 0.00
H 2.02920 -0.34541 -4.40722 0.00
H 1.65687 -1.00005 -2.80773 0.00
H 3.30070 -0.49548 -3.18562 0.00
H 2.56233 2.19238 -4.65228 0.00
H 3.85756 1.95847 -3.48109 0.00
H 2.63753 3.20025 -3.20266 0.00
H -4.80716 -1.07492 -3.16620 0.00
H -4.15023 -3.72981 -2.96002 0.00
H -1.45990 -3.90409 -0.25086 0.00
H -0.27341 -3.95554 -3.06525 0.00
H 0.44373 -4.74352 -1.65174 0.00
H 0.32258 -2.98856 -1.71657 0.00
H -2.33405 -5.51783 -2.69754 0.00
H -3.19161 -5.46953 -1.15600 0.00
H -1.57257 -6.16683 -1.24779 0.00
C 5.36762 0.94586 1.88236 0.00
Si 3.80365 0.23264 2.61525 0.00
C 3.87046 -1.61980 2.49200 0.00
C 3.68246 0.71623 4.41611 0.00
C 2.35939 1.06526 1.72853 0.00
C 2.31775 2.46170 1.82922 -0.01
C 1.31260 3.19843 1.22219 0.00
C 0.34394 2.52029 0.50783 -0.01
N 0.35012 1.19369 0.39013 0.00
C 1.33675 0.47449 0.98762 0.00
S 1.09550 -1.24548 0.66648 0.00
H 6.24819 0.58349 2.41830 0.00
H 5.37586 2.03737 1.92395 0.00
H 5.46623 0.65289 0.83428 0.00
H 4.75249 -1.95304 3.04890 0.00
H 3.95951 -1.96469 1.46183 0.00
H 2.98895 -2.09698 2.92028 0.00
H 4.54670 0.34956 4.97535 0.00
H 2.78320 0.28908 4.86664 0.00
H 3.63553 1.79989 4.54513 0.00
H 3.08494 2.98333 2.39230 0.00
H 1.27921 4.27664 1.29983 0.00
H -0.47001 3.03428 0.00645 0.00
```

Summary:
gap between HOMO and LUMO (alpha / beta)	6.896 / 6.189	eV
net charge	0
2S+1	2

---

No. 2
Molecular formula: C26H40BN9O7PSY
Method: DFT, the ωB97M-V functional and the def2-TZVPD basis

Geometry as XYZ:
```
86
Properties=species:S:1:pos:R:3:mulliken_charge:R:1
Y -0.40081 0.62931 1.58952 1.03
O 0.86218 -4.66260 1.25645 -0.53
C 0.74544 -3.35971 1.58824 -0.18
O 1.08907 -2.46873 0.86808 -0.19
C 0.13091 -3.17899 2.94551 0.54
C -0.26544 -4.26567 3.71234 -0.72
C -0.85853 -4.02248 4.94109 -0.83
C -1.03354 -2.71405 5.34698 -1.18
C -0.60063 -1.69767 4.50284 0.70
N -0.03064 -1.91880 3.33030 0.37
C -0.83518 -0.24648 4.81373 0.45
O -1.00689 0.09679 6.08779 -0.46
O -0.86210 0.60846 3.96441 -0.19
H 1.24764 -4.68463 0.36808 0.37
H -0.11829 -5.26981 3.34489 0.52
H -1.20157 -4.84046 5.55945 0.43
H -1.56558 -2.49553 6.26344 0.41
H -0.89278 -0.66343 6.67007 0.35
B -0.54305 3.58584 -0.07143 0.31
N -0.55242 3.96625 1.42572 -0.63
C -0.57337 5.16411 2.01925 -0.17
C -0.60220 4.97450 3.38923 -1.25
C -0.59915 3.58747 3.54192 -0.29
N -0.56829 2.98798 2.35222 0.37
N -1.89961 2.90365 -0.40552 0.15
C -2.90890 3.30200 -1.18966 -0.24
C -3.88775 2.32362 -1.17650 -1.33
C -3.37530 1.34150 -0.32350 -0.36
N -2.17774 1.70066 0.13295 0.16
H -0.40962 4.57553 -0.74727 -0.24
H 0.33516 2.75818 -0.24207 -0.13
H -0.56296 6.06368 1.42700 0.46
H -0.61990 5.72548 4.15915 0.43
H -0.61879 2.99675 4.44166 0.47
H -2.85791 4.24766 -1.70377 0.49
H -4.82966 2.32549 -1.69651 0.43
H -3.80128 0.39780 -0.02354 0.34
O 0.19202 -0.02690 -0.44253 2.43
P 0.67412 -0.41568 -1.80232 -1.41
N 0.54541 0.72399 -2.97593 0.06
C -0.78502 1.24727 -3.35415 0.01
C -0.51641 2.70000 -3.75075 -0.41
C 0.95078 2.68857 -4.17792 -0.87
C 1.58220 1.75570 -3.15311 -0.46
N -0.22340 -1.66446 -2.36887 0.64
C -1.14659 -2.44409 -1.54750 -0.07
C -2.44689 -2.36896 -2.34636 -0.59
C -1.99295 -2.31515 -3.81955 -0.74
C -0.47915 -2.00757 -3.76348 -0.97
N 2.26239 -0.78509 -1.71952 0.39
C 2.92926 -1.66289 -2.68147 -0.63
C 4.36210 -1.76501 -2.14713 -0.74
C 4.20309 -1.50398 -0.64893 -0.60
C 3.15140 -0.40341 -0.61082 0.34
H -1.49385 1.17238 -2.52760 -0.23
H -1.18389 0.67353 -4.19706 0.32
H -0.63587 3.34682 -2.88139 -0.11
H -1.19508 3.04426 -4.53038 0.43
H 1.40666 3.67782 -4.17114 0.42
H 1.05716 2.26606 -5.18030 0.32
H 1.77499 2.29235 -2.21755 0.27
H 2.51497 1.30531 -3.49490 0.24
H -1.23357 -2.02986 -0.54703 -0.35
H -0.79337 -3.48244 -1.47627 0.33
H -2.96789 -1.44945 -2.07428 0.05
H -3.11249 -3.20634 -2.13878 0.52
H -2.53061 -1.54146 -4.36693 0.31
H -2.17079 -3.25982 -4.33342 0.29
H -0.17259 -1.19526 -4.41983 0.49
H 0.09705 -2.89717 -4.04233 0.49
H 2.89796 -1.25742 -3.69865 0.33
H 2.44078 -2.64352 -2.70147 0.22
H 4.98049 -0.98260 -2.59267 0.29
H 4.81966 -2.72598 -2.38024 0.42
H 5.13423 -1.21150 -0.16498 0.45
H 3.81334 -2.39133 -0.14483 0.09
H 3.61196 0.57325 -0.80547 0.37
H 2.60315 -0.34115 0.32804 -0.57
C 2.52777 0.89761 3.19280 -1.16
O 1.58368 0.64238 2.21901 -0.50
H 3.55090 0.86844 2.78834 0.21
H 2.49142 0.15371 4.00729 0.28
H 2.39319 1.88738 3.65399 0.30
O -3.40552 -1.16873 3.80109 -0.54
S -3.28187 -1.50712 2.36907 0.04
N -2.13485 -1.03619 1.57565 -0.28
```

Summary:
gap between HOMO and LUMO	7.868	eV
net charge	0

---

No. 3
Molecular formula: C26H40Cl3HoN4O3Si
Method: DFT, the ωB97M-V functional and the def2-TZVPD basis

Geometry as XYZ:
```
78
Properties=species:S:1:pos:R:3:lowdin_spin:R:1
C -1.51418 -2.18550 -2.75422 0.00
C -1.07773 -3.18539 -1.72739 0.00
H -1.32140 -2.52945 -3.77239 0.00
H -0.99338 -1.22542 -2.61445 0.00
H -2.59126 -1.98671 -2.64936 0.00
C -0.53341 -4.38714 -1.97991 0.00
C -0.34365 -4.95754 -3.34344 0.00
H -0.23463 -5.03881 -1.14993 0.00
H -0.54539 -4.24600 -4.15230 0.00
H -1.00198 -5.82302 -3.49082 0.00
H 0.68105 -5.32384 -3.47072 0.00
Ho -0.05974 0.46083 0.26778 4.03
Cl -2.58727 0.73320 0.57863 -0.01
Cl 0.18042 1.60852 -1.97212 -0.01
H 0.62797 4.84430 4.07913 0.00
H -1.39815 5.86261 3.02218 0.00
C 1.00816 4.54676 3.09465 0.00
C -1.02354 5.54668 2.04014 0.00
N -0.11323 4.41341 2.17689 0.00
H 1.53571 3.59497 3.15672 0.00
C -0.25465 3.34085 1.41253 0.00
O 0.53208 2.34990 1.41933 0.00
H -1.86159 5.23864 1.40966 0.00
H -1.14730 3.35376 0.76648 0.00
H 1.68583 5.33436 2.74184 0.00
H -0.52477 6.40657 1.57840 0.00
H 1.43174 -1.61263 -2.42330 0.00
H 2.43305 -3.86740 -1.23006 0.00
C 2.37838 -1.15968 -2.09386 0.00
C 3.28975 -3.20913 -1.02004 0.00
N 2.85502 -1.82612 -0.87897 0.00
H 2.21420 -0.09474 -1.90657 0.00
C 2.76558 -1.25712 0.33119 0.00
O 2.15302 -0.18976 0.56038 0.00
H 3.75899 -3.52258 -0.07881 0.00
H 3.28847 -1.79737 1.14524 0.00
H 3.12590 -1.29947 -2.88392 0.00
H 4.00669 -3.28587 -1.84461 0.00
O -0.29952 -1.64843 -0.14130 -0.01
C -1.20039 -2.66512 -0.29850 0.00
C 0.13011 -4.14749 1.35166 0.00
C -1.08855 -3.72253 0.81567 0.00
H 1.06819 -3.70912 0.99291 0.00
C 0.14941 -5.16751 2.31061 0.00
H -2.21818 -2.24092 -0.23318 0.00
C -2.27603 -4.31981 1.24940 0.00
H 1.09371 -5.51373 2.72520 0.00
C -1.04204 -5.76371 2.74394 0.00
C -2.25692 -5.33754 2.19366 0.00
H -3.20990 -3.99891 0.78328 0.00
H -1.03780 -6.55773 3.49871 0.00
H -3.19385 -5.79585 2.50134 0.00
Si -0.40043 4.65801 -4.64951 0.00
Cl -0.62555 2.86346 -5.68790 0.00
C 1.43509 4.75040 -4.27087 0.00
C -1.56228 4.34936 -3.20984 0.00
C -0.91018 6.23809 -5.55558 0.00
H 1.77893 3.79616 -3.84778 0.00
H 1.65637 5.55290 -3.55331 0.00
H 1.99686 4.94907 -5.19660 0.00
H -0.26452 6.42735 -6.42646 0.00
H -0.81761 7.09920 -4.87046 0.00
H -1.95743 6.17899 -5.88700 0.00
H -1.28613 3.38624 -2.74900 0.00
H -2.60197 4.27187 -3.56408 0.00
H -1.50476 5.12660 -2.43695 0.00
N 0.25160 -0.04951 8.37530 0.00
C 0.16006 -0.13888 7.20953 0.00
C 0.04721 -0.20336 5.77061 0.00
C 0.84849 -1.06051 5.00645 0.00
C 0.71380 -1.03518 3.61471 0.00
N -0.12243 -0.20219 2.96849 0.00
C -0.95910 0.53668 3.71243 0.00
C -0.89516 0.59202 5.10765 0.00
H 1.56223 -1.73435 5.48074 0.00
H 1.30848 -1.72467 3.00257 0.00
H -1.72458 1.09314 3.16339 0.00
H -1.56997 1.24282 5.65606 0.00
```

Summary:
gap between HOMO and LUMO (alpha / beta)	7.621 / 7.620	eV
net charge	0
2S+1	5

---

DFT total energy across the listed records, respectively: -83123.7129; -77207.0382; -110965.2512 eV.
Energy relative to the best compared isomer or geometry (same formula, charge and spin) across the listed records, respectively: 8.8; 2.1; 0.0 kcal/mol.